# C40H110N10O10

A cluster of 10 separate species, C40H110N10O10 in total (ωB97M-V with the def2-TZVPD basis set, OMol25).

XYZ file:
```
170
Properties=species:S:1:pos:R:3:forces:R:3
O 2.4327 -17.0768 -4.1500 0.567 -0.383 -0.639
O 2.1164 -20.1763 -0.8890 -0.010 -0.045 0.389
O -5.3276 -21.1108 -1.0781 0.087 0.537 -0.039
O -1.9976 -18.2654 1.1583 0.480 -0.328 0.191
O -2.6562 -24.9706 2.8509 0.077 -0.041 0.676
O -2.4437 -27.6227 -3.4335 -0.311 -0.250 0.781
O 3.1376 -25.2219 2.2165 -0.420 -0.093 -0.365
O 3.6351 -24.1946 -1.8454 -0.292 0.584 -0.933
O 8.1942 -15.5879 -0.3660 -0.196 -0.458 0.116
O -2.9570 -21.5666 4.8122 -0.041 0.659 -0.518
N 5.7754 -14.8348 2.3264 0.675 -0.450 -0.191
N 6.5660 -23.1966 -1.5299 0.701 -0.089 0.640
N -1.9205 -24.3328 -1.9952 -0.018 -0.426 0.552
N -7.6279 -18.6304 0.3479 0.176 -0.416 -0.231
N 3.5547 -28.7398 3.3683 -0.045 0.497 0.000
N -5.4194 -22.1162 6.4720 -0.645 1.080 -0.063
N 0.5301 -22.3488 -1.5032 0.333 1.758 -0.220
N -4.0243 -18.9208 2.8302 1.456 -1.366 -0.004
N -0.4409 -26.1689 4.2499 -0.135 -0.298 -0.350
N 3.8360 -13.8168 -5.1209 -0.059 0.152 -0.220
C 5.2657 -15.8852 0.1689 1.284 -0.435 0.227
C 0.7318 -19.9076 -0.9197 -0.659 -0.267 -0.183
C -3.1276 -28.8172 -3.0070 1.337 0.227 -1.239
C 5.6917 -23.7956 -0.5302 0.056 0.130 -1.456
C -1.8325 -26.6186 4.3936 0.266 0.420 0.406
C 4.2103 -23.4789 -0.7844 -1.138 -0.708 2.110
C 6.3683 -15.6298 1.2277 -1.081 0.988 -1.364
C 7.4531 -14.8040 0.5394 1.164 0.051 0.378
C 2.8800 -19.0244 -0.6425 0.037 0.898 -0.508
C 3.8063 -15.1657 -4.5597 0.243 -0.333 0.094
C 9.3613 -14.9876 -0.8636 0.068 -0.166 -0.133
C -2.4784 -17.1367 0.4509 -0.275 -1.015 -1.017
C -4.1637 -21.6042 -0.4446 -0.622 -1.217 -0.598
C 6.1566 -23.5138 0.8872 -0.953 -0.172 0.294
C 3.1823 -27.3109 3.4568 1.031 0.420 0.668
C -1.7803 -22.1042 4.2692 1.136 -0.247 -0.373
C 1.1794 -17.7041 -4.1063 -0.028 -0.268 0.559
C -2.5596 -26.3733 3.0906 -0.330 0.522 -0.914
C -0.0437 -21.2193 -0.7264 -0.101 -0.104 0.802
C -0.2293 -25.4729 -3.3968 0.494 -1.032 -0.512
C -3.0155 -21.7850 6.1850 0.884 -1.083 1.862
C -2.8937 -18.0137 4.8302 0.212 0.335 0.464
C 3.5329 -26.5928 2.1573 0.289 0.603 -0.010
C -3.4412 -24.6095 1.7314 0.820 -0.328 0.069
C -2.5275 -25.9483 5.5906 -0.152 -0.178 -0.546
C 2.3912 -15.7095 -4.4842 -0.300 0.247 0.293
C -1.6697 -25.4226 -2.9602 -1.016 1.064 -0.180
C 4.5207 -15.1720 -3.2291 0.196 -0.675 1.527
C 4.0437 -26.6891 4.6092 0.051 -0.110 -0.494
C -0.1284 -21.6912 0.7123 -0.606 -0.627 -0.263
C 3.4051 -25.5813 -1.8297 1.525 -0.829 -0.832
C -4.2610 -21.2766 6.8767 -0.498 0.043 0.081
C -3.0800 -17.9047 3.3297 0.468 0.382 -0.632
C -5.8214 -18.3005 -1.2900 0.955 -0.332 -0.407
C 1.7927 -25.0920 1.7690 -0.087 -0.038 0.176
C -1.7425 -18.0952 2.5403 -1.073 1.106 0.600
C -6.9050 -19.2862 -0.7937 0.503 2.211 0.944
C -4.1868 -21.2875 8.4043 1.123 0.073 0.050
C -6.2802 -20.5309 -0.1979 0.213 -0.941 -0.141
C -2.2698 -26.6959 -2.3940 0.309 0.862 0.340
H -7.7934 -17.6522 0.1303 -0.274 -0.111 -0.307
H -1.0883 -21.0459 -1.0107 0.176 0.078 -0.418
H 1.3791 -24.1500 2.1275 0.075 -0.028 0.250
H 1.3331 -18.7688 -3.9302 0.253 0.019 0.028
H 1.6826 -25.0691 0.6784 0.361 -0.143 -0.116
H 1.7771 -15.2262 -3.7133 0.036 0.480 -0.223
H 3.3394 -13.7589 -6.0058 -0.120 -0.162 0.110
H -3.3642 -20.7002 8.8283 0.128 0.080 -0.451
H 3.8658 -25.6598 4.9216 -0.454 -0.042 -0.186
H -2.2024 -18.8059 5.1310 -0.312 -0.354 -0.209
H -0.7635 -22.5831 0.6480 0.108 -0.114 0.283
H 0.4217 -19.4691 -1.8780 0.313 -0.033 -0.212
H -3.3478 -20.8884 -0.3163 -0.210 0.325 0.157
H 1.2153 -25.9340 2.1550 -0.316 0.211 0.000
H -3.1358 -25.2230 0.8752 -0.282 0.034 -0.137
H 0.4167 -19.1656 -0.1775 0.188 -0.119 0.305
H -3.6221 -19.7785 3.2457 -0.966 -0.013 0.772
H 4.2966 -15.8914 -5.2249 0.236 0.041 0.086
H -2.3276 -24.8805 5.6602 -0.038 0.039 -0.349
H 1.9647 -15.5423 -5.4831 -0.383 -0.165 0.103
H 2.7211 -18.2766 -1.4340 -0.036 -0.043 -0.019
H 4.5696 -28.7296 3.2648 -0.045 -0.235 -0.237
H 2.3769 -25.8535 -2.0497 -0.195 0.321 0.397
H 4.9664 -14.9123 -0.2193 -0.522 -0.046 0.181
H -1.5359 -21.7926 3.2521 -0.914 0.452 -0.151
H -1.0920 -17.2218 2.6566 0.228 -0.165 0.316
H 3.6267 -23.7179 0.1246 0.336 -0.321 0.108
H -1.3124 -19.0058 2.9606 0.401 -0.043 -0.445
H 0.1954 -24.4905 -3.5962 -0.150 0.068 0.040
H 5.6734 -13.8967 1.9450 -0.257 0.037 0.218
H -3.6044 -19.1654 1.9227 -0.932 0.658 -0.529
H 9.8676 -15.7622 -1.4368 0.075 0.086 -0.065
H -3.5994 -26.0909 5.4333 -0.058 0.040 0.650
H -3.9961 -22.2964 8.7766 -0.571 -0.070 0.110
H -3.1648 -23.5805 1.5114 -0.307 0.067 -0.025
H -7.0168 -21.3070 0.0390 -0.306 0.222 -0.112
H -5.0712 -20.7999 8.8109 -0.262 -0.502 0.069
H -2.1577 -26.3743 6.5236 -0.298 -0.221 0.028
H -3.8694 -18.1572 5.2960 0.052 -0.227 0.028
H 7.0366 -24.0878 1.1657 0.114 0.110 -0.121
H -3.6274 -28.7237 -2.0477 -0.127 0.098 -0.002
H -5.9709 -21.5498 5.8253 0.272 -0.427 -0.413
H 6.4841 -14.7509 3.0517 -0.174 0.078 0.113
H -1.6207 -26.9872 -1.5502 0.021 -0.748 -0.190
H 6.3606 -23.5265 -2.4580 -0.112 0.470 -0.165
H 0.6295 -17.3200 -3.2402 -0.389 0.085 -0.182
H 4.7993 -13.6089 -5.3629 -0.018 0.159 0.178
H 3.1137 -27.0457 1.2555 -0.110 -0.303 0.146
H -5.4621 -17.5960 -0.5356 -0.261 -0.225 0.354
H 2.1154 -27.1954 3.6452 -0.066 -0.205 0.084
H 0.0021 -26.1243 5.1587 0.040 0.106 0.018
H -3.2333 -26.4166 -1.9538 -0.105 -0.061 -0.035
H -0.1174 -26.0868 -4.2960 -0.079 0.118 -0.089
H 5.5294 -14.7537 -3.2151 0.009 -0.014 -0.469
H -1.7929 -23.1937 4.1926 -0.167 -0.067 0.423
H 6.8321 -16.5540 1.5645 -0.178 -0.045 0.289
H -4.5097 -24.7178 1.9329 -0.018 0.042 -0.065
H -0.6691 -21.0008 1.3601 0.431 0.221 0.082
H -1.4165 -23.4901 -2.2518 0.076 -0.118 -0.256
H -2.8799 -22.8579 6.3997 -0.671 -0.170 -0.219
H 8.1159 -14.4442 1.3453 0.132 0.077 -0.142
H -6.0752 -22.1497 7.2514 0.282 -0.269 0.158
H 1.3961 -22.5533 -0.9996 -0.072 -0.369 -0.166
H 5.0805 -26.6965 4.2555 0.044 -0.058 0.033
H 2.6164 -18.5281 0.2987 0.002 -0.253 0.137
H 4.6198 -26.5519 2.0362 0.054 -0.255 0.009
H 7.1022 -13.9135 -0.0027 -0.503 -0.022 0.243
H 5.7394 -16.3963 -0.6723 -0.100 -0.108 -0.015
H 0.9061 -21.8114 -2.2921 0.018 -0.904 -0.444
H 3.9305 -22.4263 -0.8926 0.638 0.101 -0.645
H -1.4458 -24.5904 -1.1296 -0.080 0.039 0.052
H 0.4125 -25.9761 -2.6676 -0.165 0.196 0.291
H -7.5784 -19.4314 -1.6350 -0.215 -0.593 0.221
H -6.9086 -18.5593 1.0670 -0.229 -0.107 0.226
H -5.7997 -20.3212 0.7656 0.030 0.477 -0.092
H 6.6748 -22.1998 -1.4214 -0.201 0.058 -0.429
H -2.3450 -29.5785 -2.9933 -0.249 -0.341 0.491
H -1.7442 -16.3426 0.3086 0.037 0.128 0.486
H -0.8846 -21.7658 4.8056 -0.119 -0.170 0.459
H -2.4701 -17.1262 5.3088 -0.054 0.236 -0.392
H -2.0346 -26.7894 2.2226 0.272 -0.328 0.208
H -3.5606 -26.8187 3.0676 -0.074 -0.024 0.365
H 0.5898 -17.6405 -5.0242 0.056 0.427 -0.084
H -4.4000 -20.2168 6.6297 -0.059 -0.112 -0.427
H -6.1114 -17.6725 -2.1346 -0.322 -0.202 -0.037
H 5.7971 -24.8526 -0.8095 -0.214 -0.190 0.803
H 3.4429 -29.1019 4.3119 -0.210 -0.272 -0.139
H 10.0357 -14.6526 -0.0690 -0.078 0.031 0.121
H -3.8361 -22.4128 -1.1018 0.422 0.082 0.049
H 4.4588 -16.5080 0.5457 -0.219 0.282 0.036
H 6.3121 -22.4544 1.1036 0.224 0.054 -0.350
H 5.3271 -23.7928 1.5457 0.215 -0.200 0.158
H -3.4591 -16.7885 0.7807 0.202 0.237 0.429
H -2.3383 -25.2284 -3.8061 0.353 0.250 -0.253
H 3.9454 -19.2473 -0.6601 -0.083 -0.353 0.141
H -4.9321 -18.8588 -1.6039 -0.113 0.056 -0.188
H -1.8490 -27.6972 4.5756 0.113 -0.026 -0.149
H 4.0028 -25.9945 -2.6548 -0.284 0.067 -0.316
H 0.8424 -22.0244 1.0836 0.001 0.371 0.278
H -2.6656 -17.5724 -0.5350 0.013 0.326 -0.121
H -4.4439 -22.1024 0.4872 0.216 0.285 0.276
H -3.4974 -16.9190 3.0948 0.042 -0.033 0.032
H 4.6003 -16.1787 -2.8037 0.184 -0.199 -0.599
H -0.4794 -25.2296 3.8662 0.190 0.040 0.136
H 3.8333 -26.1998 -1.0325 -0.413 0.689 0.790
H 9.1488 -14.1427 -1.5271 -0.091 0.075 0.034
H -2.1433 -21.4335 6.7696 0.129 0.857 -0.680
H 4.0233 -14.6955 -2.3764 -0.488 0.585 -0.613
H 4.0233 -27.3425 5.4824 -0.203 0.091 0.107
H -3.7883 -29.0790 -3.8308 -0.395 -0.031 0.266
```
Positions in Å, forces in eV/Å.

Calculated values
HOMO	-8.51	eV
spin multiplicity	1
orbital gap	9.1	eV
SMILES string	COC[C@H](C)N.COC[C@H](C)N.COC[C@H](C)N.COC[C@H](C)N.COC[C@H](C)N.COC[C@H](C)N.COC[C@H](C)N.COC[C@H](C)N.COC[C@H](C)N.COC[C@H](C)N
ΔE to the lowest compared entry with this formula, charge and spin	322.1	kJ/mol

***

# C6H9N4

The ion C6H9N4 with charge +1 (ωB97M-V with the def2-TZVPD basis set, OMol25).

XYZ file:
```
19
Properties=species:S:1:pos:R:3:forces:R:3
N -0.2997 -2.0138 -0.1847 -0.148 -0.817 0.656
N -0.5450 1.4595 -0.1202 0.778 3.123 0.422
N -2.4212 0.5371 0.5226 -2.592 -1.366 0.309
N 1.1611 -0.3302 -0.0970 -0.179 1.595 -0.959
C -1.0496 -0.9532 -0.7866 0.776 0.831 1.532
C -2.1352 -0.6655 0.2646 1.595 0.557 -1.017
C -1.8382 1.5840 0.0756 0.165 3.034 0.390
C 0.8293 -1.5677 0.2358 -1.667 -0.766 -1.383
C 0.0018 0.3534 -0.7678 0.662 -4.392 1.342
C 2.4119 0.1653 0.4489 -0.207 2.268 1.591
H 3.0832 -0.6665 0.5967 0.399 -0.118 -0.606
H -2.3376 2.6285 0.0497 0.775 -1.981 0.067
H 0.0239 2.2795 0.0912 0.015 -0.219 -0.645
H -1.4515 -1.2471 -1.7269 -0.133 0.224 -1.020
H 2.1362 0.4195 1.5088 0.778 0.547 -0.725
H -2.3448 -1.4268 0.9626 -0.613 -0.950 0.594
H 0.3021 0.5442 -1.7500 0.194 0.805 -1.580
H 1.5454 -2.1678 0.7324 0.487 -0.670 0.501
H 2.9280 1.0675 -0.0559 -1.085 -1.704 0.530
```
Positions in Å, forces in eV/Å.

Calculated values
HOMO	-12.82	eV
net charge	+1
spin multiplicity	1
orbital gap	7.4	eV
SMILES string	CN1C=N[C@H]2C=NC=[NH+][C@H]21
ΔE to the lowest compared entry with this formula, charge and spin	349.7	kJ/mol

***

Q: Which of these has the highest orbital gap?
A: C40H110N10O10